(1)
{
  "formula": "C4H9N",
  "method": "the ωB97M-V functional and the def2-TZVPD basis",
  "total_charge": 0,
  "e_homo_ev": -8.91,
  "gap_ev": 10.012,
  "smiles": "C1CCNC1",
  "species": ["C", "C", "C", "C", "H", "H", "H", "H", "H", "H", "H", "H", "H", "N"],
  "positions_angstrom": [[0.4785, -0.8782, -0.6566], [-0.4617, 0.2945, -1.1727], [-1.0393, 0.7713, 0.2034], [0.6649, -0.5918, 0.9334], [1.4729, -0.9299, -1.2201], [0.1062, -1.9793, -0.6490], [-1.1468, 0.0768, -2.0643], [0.3431, 0.9987, -1.5080], [-1.9349, 0.1372, 0.4952], [-1.2576, 1.9327, 0.3534], [0.6841, 1.4250, 1.1305], [1.7419, -0.4862, 1.2400], [0.3580, -1.4272, 1.7221], [-0.0093, 0.6565, 1.1928]],
  "mulliken_charge": [-0.4321, -0.5308, -0.4398, -0.5478, 0.2810, 0.2300, 0.3201, 0.1963, 0.2316, 0.3168, 0.3005, 0.2695, 0.2279, -0.4232]
}

(2)
{
  "formula": "C4H9N",
  "method": "the ωB97M-V functional and the def2-TZVPD basis",
  "total_charge": 0,
  "e_homo_ev": -9.75,
  "gap_ev": 10.888,
  "smiles": "C=CC.C=N",
  "species": ["C", "N", "H", "H", "H", "C", "C", "C", "H", "H", "H", "H", "H", "H"],
  "positions_angstrom": [[-1.8523, -2.3091, 0.6757], [-2.0678, -1.1050, 0.9699], [-2.6346, -3.0290, 0.4752], [-0.8485, -2.6731, 0.4334], [-1.2367, -0.5390, 0.8565], [0.1960, 1.8290, -0.0512], [1.1909, 0.7062, -0.0145], [1.7759, 0.2248, -1.1024], [-0.7804, 1.5259, 0.3187], [0.1447, 2.2914, -1.0313], [0.5295, 2.6217, 0.6203], [1.4936, 0.3442, 0.9610], [2.6823, -0.3595, -1.0230], [1.4072, 0.4716, -2.0883]],
  "mulliken_charge": [-0.2250, -0.5697, 0.2494, 0.1961, 0.3316, -0.8979, -0.0161, -0.7515, 0.2448, 0.3004, 0.2688, 0.3578, 0.2625, 0.2488]
}

(3)
{
  "formula": "C4H9N",
  "method": "the ωB97M-V functional and the def2-TZVPD basis",
  "total_charge": 0,
  "e_homo_ev": -7.40,
  "gap_ev": 8.497,
  "species": ["C", "C", "C", "N", "C", "H", "H", "H", "H", "H", "H", "H", "H", "H"],
  "positions_angstrom": [[1.4010, -1.0349, -0.4673], [0.7155, -0.4225, 0.7314], [0.3850, 1.0224, 0.7886], [-0.6093, 0.1632, 0.5652], [-1.8236, -0.1588, 0.2661], [2.4822, -1.0490, -0.2977], [1.0767, -2.0673, -0.6403], [1.2048, -0.4393, -1.3629], [0.7898, -1.0253, 1.6445], [-0.4235, 1.9391, -1.3222], [0.4283, 1.7616, 1.5746], [-2.6016, 0.5862, 0.3662], [-0.9925, 1.9002, -1.8111], [-2.0327, -1.1754, -0.0350]],
  "mulliken_charge": [-1.1437, 0.1501, -0.5837, 0.0898, -0.4427, 0.3074, 0.3090, 0.3028, 0.3083, -0.1933, 0.2229, 0.2931, 0.1453, 0.2348]
}

(4)
{
  "formula": "C4H9N",
  "method": "the ωB97M-V functional and the def2-TZVPD basis",
  "total_charge": 0,
  "e_homo_ev": -8.88,
  "gap_ev": 10.043,
  "smiles": "C[C@H]1CN1C",
  "species": ["C", "C", "C", "C", "H", "H", "H", "H", "H", "H", "H", "H", "H", "N"],
  "positions_angstrom": [[-1.5016, -0.7399, 0.1912], [-0.7044, 0.3497, -0.4375], [0.0978, 1.2225, 0.4131], [1.4808, -0.7847, 0.0946], [-2.5671, -0.4789, -0.0102], [-1.3374, -0.8958, 1.2938], [-1.3303, -1.7046, -0.3027], [-1.1995, 0.6761, -1.3822], [0.1158, 2.3261, 0.2536], [0.0880, 1.0063, 1.4939], [2.4901, -0.3652, 0.4410], [0.9162, -1.3139, 0.9485], [1.5939, -1.5831, -0.7079], [0.7135, 0.2925, -0.5138]],
  "mulliken_charge": [-1.2319, 0.2246, -0.4612, -0.6710, 0.3359, 0.3223, 0.2751, 0.2848, 0.2359, 0.2159, 0.2820, 0.2346, 0.2507, -0.2977]
}

Quick one: least stable of them? (3)

(1)
{
  "formula": "C6H8NOS",
  "method": "the ωB97M-V functional and the def2-TZVPD basis",
  "total_charge": 1,
  "e_homo_ev": -14.32,
  "gap_ev": 10.272,
  "species": ["C", "C", "C", "C", "C", "C", "N", "O", "S", "H", "H", "H", "H", "H", "H", "H", "H"],
  "positions_angstrom": [[-2.2658, -1.2043, -0.0868], [-3.5088, -0.8331, -0.4760], [-2.2896, 1.0274, 0.4873], [0.7594, 0.9503, 0.1677], [2.1906, 0.8002, -0.3899], [0.1701, -0.3019, 0.7222], [-1.6346, -0.1144, 0.4375], [0.1610, 1.9935, 0.0311], [-3.9321, 0.7649, -0.0509], [-1.7587, -2.0744, -0.3559], [-4.1558, -1.4463, -1.0511], [-1.8250, 2.0165, 0.6017], [2.6349, 1.7234, -0.5700], [2.7946, 0.0168, 0.1073], [1.9423, 0.3379, -1.3349], [0.0739, -0.3518, 1.8243], [0.0721, -1.2917, 0.1507]],
  "mulliken_charge": [-0.2444, -0.3646, -0.0295, 0.7933, -1.1179, -0.3323, -0.0761, -0.5254, 0.0251, 0.3710, 0.4136, 0.4826, 0.3575, 0.3549, 0.3404, 0.2999, 0.2521]
}

(2)
{
  "formula": "C6H8NOS",
  "method": "the ωB97M-V functional and the def2-TZVPD basis",
  "total_charge": 1,
  "e_homo_ev": -13.00,
  "gap_ev": 8.753,
  "species": ["C", "C", "C", "C", "C", "C", "N", "O", "S", "H", "H", "H", "H", "H", "H", "H", "H"],
  "positions_angstrom": [[1.0069, 0.0606, -1.3389], [2.2074, 0.5610, -1.0769], [0.6154, -0.7168, -0.1700], [1.4674, -0.6443, 0.8522], [-0.7640, -1.2793, 0.0845], [-1.3776, 0.9379, 1.2491], [-1.8919, -0.1539, 0.2592], [-1.2670, 2.0034, 0.5609], [2.9036, 0.2366, 0.4344], [0.6147, -0.1945, -2.3158], [2.8538, 1.2029, -1.6716], [-1.2278, -1.9146, -0.6713], [-0.6027, -1.6757, 1.0216], [1.4894, -1.0425, 1.7844], [-2.1049, 0.2478, -0.6237], [-2.8121, -0.5485, 0.5272], [-1.1108, 2.9199, 1.0947]],
  "mulliken_charge": [-0.8401, -0.2589, 0.5987, -0.3755, -0.9264, -0.0992, -0.0971, -0.3053, -0.0256, 0.3573, 0.4151, 0.4476, 0.4070, 0.4756, 0.3875, 0.3695, 0.4699]
}

Quick one: least stable of them? (2)

(1)
{
  "formula": "C4H12N4",
  "method": "the ωB97M-V functional and the def2-TZVPD basis",
  "total_charge": 0,
  "e_homo_ev": -7.91,
  "gap_ev": 8.602,
  "smiles": "N=C(N)N.C=CNC",
  "species": ["N", "C", "N", "N", "H", "H", "H", "H", "H", "C", "C", "N", "C", "H", "H", "H", "H", "H", "H", "H"],
  "positions_angstrom": [[-2.2963, 1.5996, 1.0192], [-1.9813, 0.9755, -0.2234], [-1.2408, 1.7881, -1.0907], [-2.3526, -0.2082, -0.6528], [-2.4063, 0.9191, 1.7535], [-1.6072, 2.3149, 1.3044], [-0.5166, 2.3253, -0.6124], [-0.8015, 1.1723, -1.7916], [-2.7392, -0.7260, 0.1472], [0.5975, -1.3207, 1.8748], [0.8938, -1.1714, 0.5388], [2.0131, -0.6423, -0.0881], [2.1619, -0.6982, -1.5264], [1.2081, -0.8260, 2.6160], [-0.2899, -1.9214, 2.2055], [0.0972, -1.4704, -0.2381], [2.5839, -0.0048, 0.4680], [3.1352, -0.2806, -1.8578], [2.1438, -1.7387, -1.7927], [1.3971, -0.0859, -2.0534]],
  "mulliken_charge": [-0.5704, 0.6354, -0.6445, -0.6876, 0.2620, 0.2440, 0.2652, 0.2873, 0.2148, -0.8286, 0.0746, -0.2415, -0.7569, 0.2395, 0.2429, 0.2414, 0.2177, 0.3078, 0.2967, 0.2002]
}

(2)
{
  "formula": "C4H12N4",
  "method": "the ωB97M-V functional and the def2-TZVPD basis",
  "total_charge": 0,
  "e_homo_ev": -6.99,
  "gap_ev": 7.558,
  "species": ["C", "C", "C", "N", "N", "C", "N", "N", "H", "H", "H", "H", "H", "H", "H", "H", "H", "H", "H", "H"],
  "positions_angstrom": [[-0.1133, 0.7072, -0.0210], [-0.1450, -1.0701, 2.2372], [-1.6861, -1.6917, 0.4809], [-0.7231, -0.7380, 0.9635], [0.8778, -0.1306, -0.4645], [1.3153, 1.4465, -1.3764], [0.5781, 1.7258, -2.4966], [2.4807, 1.8974, -1.2119], [0.5611, -0.8040, -1.1571], [-0.4125, 1.8695, -2.3900], [1.0184, 2.3496, -3.1604], [2.9759, 1.4822, -0.4290], [-1.0336, 0.8850, -0.5791], [0.1469, 1.3886, 0.7827], [-2.0528, -1.3902, -0.5054], [0.3421, -2.0571, 2.2377], [0.6037, -0.3240, 2.5136], [-0.9099, -1.0829, 3.0284], [-1.2707, -2.7076, 0.3908], [-2.5527, -1.7555, 1.1567]],
  "mulliken_charge": [-0.2754, -0.9814, -1.0262, -0.0564, -0.2924, 0.6149, -0.4488, -0.7155, 0.2360, 0.2016, 0.2704, 0.2758, 0.1672, 0.2871, 0.2687, 0.2893, 0.2512, 0.3088, 0.2921, 0.3330]
}

(3)
{
  "formula": "C4H12N4",
  "method": "the ωB97M-V functional and the def2-TZVPD basis",
  "total_charge": 0,
  "e_homo_ev": -8.25,
  "gap_ev": 9.196,
  "smiles": "[H]/N=C/NC.N/C=C/N",
  "species": ["C", "N", "C", "N", "H", "H", "H", "H", "H", "H", "C", "C", "N", "N", "H", "H", "H", "H", "H", "H"],
  "positions_angstrom": [[0.6958, 2.2045, -1.7338], [-0.6517, 2.3641, -1.1476], [-1.0666, 1.3419, -0.3336], [-2.0823, 0.5982, -0.6066], [0.9379, 3.1523, -2.2601], [1.4419, 2.0327, -0.9438], [0.6511, 1.3484, -2.3931], [-1.3405, 2.5124, -1.8635], [-0.4457, 1.1899, 0.5090], [-2.1316, -0.1437, 0.1465], [0.5178, -1.5007, 1.6020], [0.7957, -1.9178, 0.3267], [2.1903, -2.1574, 0.0987], [-0.7159, -0.9376, 1.9888], [1.3311, -1.3365, 2.3054], [0.1291, -1.8664, -0.5325], [2.6213, -1.3073, -0.2885], [2.2743, -2.8362, -0.6441], [-0.8374, -1.1594, 2.9618], [-1.4692, -1.4244, 1.5021]],
  "mulliken_charge": [-0.8112, -0.3257, -0.0799, -0.7677, 0.2787, 0.2749, 0.3149, 0.2986, 0.5401, 0.2818, -0.1897, -0.3530, -0.6041, -0.4692, 0.3082, 0.3158, 0.2213, 0.2684, 0.2414, 0.2565]
}

(4)
{
  "formula": "C4H12N4",
  "method": "the ωB97M-V functional and the def2-TZVPD basis",
  "total_charge": 0,
  "e_homo_ev": -8.58,
  "gap_ev": 9.386,
  "smiles": "CNN(C)N.C=C=N",
  "species": ["C", "N", "N", "C", "N", "H", "H", "H", "H", "H", "H", "H", "C", "C", "N", "H", "H", "H", "H", "H"],
  "positions_angstrom": [[-1.7786, -0.4992, -1.4879], [-1.3372, -0.6571, -0.1127], [-1.5036, 0.5243, 0.6691], [0.4401, -1.4712, 1.1980], [-0.0098, -1.1269, -0.1006], [-2.4667, 0.5796, 0.9773], [-1.2868, 1.3640, 0.1256], [-1.6410, -1.4499, -2.0013], [-1.2170, 0.2894, -2.0180], [-2.8372, -0.2351, -1.4908], [-0.3116, -2.0188, 1.7598], [1.3636, -2.0470, 1.1383], [1.8645, 1.1946, 1.0105], [1.7143, 1.1151, -0.3169], [1.8556, 1.5158, -1.4771], [1.7888, 0.8273, -2.2221], [0.6647, -0.2588, -0.4057], [2.8514, 1.2973, 1.4246], [1.0506, 1.5151, 1.6415], [0.7960, -0.4588, 1.6883]],
  "mulliken_charge": [-0.8003, -0.0313, -0.5147, -0.5995, -0.2601, 0.2523, 0.2015, 0.2961, 0.3228, 0.2848, 0.3235, 0.3006, -1.1877, 0.7920, -0.5797, 0.2790, 0.0419, 0.3134, 0.3974, 0.1681]
}

Quick one: least stable of them? (2)

(1)
{
  "formula": "C10H12N2O2",
  "method": "the ωB97M-V functional and the def2-TZVPD basis",
  "total_charge": 0,
  "e_homo_ev": -9.43,
  "gap_ev": 9.792,
  "species": ["C", "C", "C", "C", "C", "C", "C", "C", "C", "C", "H", "H", "H", "H", "H", "H", "H", "H", "H", "H", "H", "H", "N", "N", "O", "O"],
  "positions_angstrom": [[-3.8363, -0.1517, -1.1004], [-2.3740, -0.6013, -1.1662], [-1.5211, 1.5609, 0.1937], [1.0056, 1.5029, -0.2109], [1.7355, 0.1313, 0.2327], [1.3465, -0.4691, 1.4481], [2.0820, -1.5313, 1.9691], [3.0792, -2.0227, 1.0921], [3.3714, -1.4941, -0.1742], [2.7302, -0.2351, -0.5783], [-4.4005, -0.7523, -0.0390], [-4.2799, -0.7509, -1.9963], [-4.0498, 1.0453, -0.6950], [-0.5654, -0.0557, -0.7479], [-0.2911, 3.0764, 0.6383], [1.7259, 2.3398, -0.0585], [0.7794, 1.2920, -1.2592], [0.6892, 0.2293, 2.1283], [1.8613, -2.0222, 2.8979], [4.0075, -2.7436, 1.4303], [4.0897, -1.8258, -0.9679], [2.9115, 0.0630, -1.5782], [-1.5082, 0.2674, -0.5122], [-0.2488, 1.7794, 0.7036], [-1.9402, -1.5337, -1.9228], [-2.5464, 2.2384, 0.5070]],
  "mulliken_charge": [-0.9160, 0.5798, 0.4997, -1.0847, 0.6789, 0.0066, -0.6372, -0.2838, -0.3696, -0.5228, 0.2270, 0.3239, 0.2759, 0.1180, 0.3674, 0.4096, 0.4389, 0.2360, 0.4355, 0.1798, 0.3041, 0.3788, -0.0010, -0.3925, -0.6229, -0.6297]
}

(2)
{
  "formula": "C10H12N2O2",
  "method": "the ωB97M-V functional and the def2-TZVPD basis",
  "total_charge": 0,
  "e_homo_ev": -8.25,
  "gap_ev": 8.978,
  "smiles": "Cn1ccnc1[C@@](C)(O)c1ccoc1",
  "species": ["C", "C", "C", "C", "C", "C", "C", "C", "C", "C", "N", "N", "O", "O", "H", "H", "H", "H", "H", "H", "H", "H", "H", "H", "H", "H"],
  "positions_angstrom": [[0.2359, -1.0084, 1.6364], [-2.9140, 1.2017, -0.4395], [-1.9012, 2.1388, -0.2683], [1.1598, -1.0432, 2.6168], [2.2719, -0.6152, 0.8677], [0.9346, -0.7970, 0.3906], [-0.9587, 0.2324, -0.7041], [-0.3169, -2.1643, -1.1603], [0.5629, 2.2121, -0.1931], [0.2374, -0.7760, -0.9116], [-2.3109, 0.0414, -0.7257], [-0.7265, 1.5579, -0.4744], [2.3809, -0.9171, 2.1362], [1.1319, -0.2475, -1.9792], [-0.8577, -1.0210, 1.7608], [-4.0248, 1.2010, -0.4621], [-1.9473, 3.1601, 0.1112], [1.1304, -1.2536, 3.6674], [3.2468, -0.4150, 0.4425], [-0.8605, -2.3760, -0.2807], [0.5360, -2.7833, -1.1296], [-0.8674, -2.2565, -2.0708], [0.4098, 3.3026, -0.4504], [0.6945, 1.9469, 0.8761], [1.2713, 1.8214, -0.8143], [1.4818, -1.1423, -2.4416]],
  "mulliken_charge": [-0.3977, -0.4357, -0.2097, -0.7103, -0.6953, 0.2796, -0.2044, -1.8314, -0.9764, 1.6761, -0.6496, 0.2259, -0.3201, -0.5915, 0.3888, 0.3907, 0.3597, 0.4470, 0.4195, 0.4321, 0.6020, 0.3921, 0.3438, 0.3102, 0.3220, 0.4325]
}

Quick one: least stable of them? (1)

(1)
{
  "formula": "C3H10NO3",
  "method": "the ωB97M-V functional and the def2-TZVPD basis",
  "total_charge": 1,
  "e_homo_ev": -14.96,
  "gap_ev": 11.674,
  "species": ["C", "C", "C", "O", "O", "N", "H", "H", "H", "H", "H", "H", "H", "H", "H", "H", "O"],
  "positions_angstrom": [[-0.6358, 0.3151, -1.7071], [-1.2715, 0.7794, -0.4334], [-0.9176, -0.1389, 0.7326], [-1.5307, 0.2881, 1.8341], [-0.0326, -0.9577, 0.6718], [0.8717, 0.2379, -1.6747], [-0.9687, -0.6880, -1.9359], [-0.9289, 0.9039, -2.5745], [-2.3524, 0.8049, -0.5758], [-0.9710, 1.7547, -0.0459], [-1.2550, -0.2713, 2.5796], [1.3608, 1.1082, -1.8544], [1.1326, -0.5451, -2.2686], [1.1732, -0.0675, -0.7119], [2.3559, -0.6002, 1.4576], [3.1020, -1.0188, 0.1488], [2.5010, -0.3740, 0.5364]],
  "mulliken_charge": [-0.6510, -0.5443, 0.5933, -0.4180, -0.5732, -0.1541, 0.3184, 0.4232, 0.4016, 0.2821, 0.3702, 0.3757, 0.3693, 0.2209, 0.3194, 0.3298, -0.6632]
}

(2)
{
  "formula": "C3H10NO3",
  "method": "the ωB97M-V functional and the def2-TZVPD basis",
  "total_charge": 1,
  "e_homo_ev": -16.37,
  "gap_ev": 13.048,
  "smiles": "C[NH+](C)C(O)(O)O",
  "species": ["C", "C", "C", "N", "O", "O", "O", "H", "H", "H", "H", "H", "H", "H", "H", "H", "H"],
  "positions_angstrom": [[-1.1008, -1.2612, -0.0227], [-1.1775, 1.2713, 0.1142], [1.0810, -0.0355, 0.1143], [-0.4634, 0.0146, -0.3979], [1.6069, 1.1401, -0.5215], [1.5218, -1.1782, -0.4015], [1.1588, 0.1205, 1.4434], [-0.9226, -1.5802, 1.0443], [-2.1801, -1.1867, -0.4206], [-0.4907, -2.0683, -0.5173], [-1.3378, 1.2236, 1.1822], [-0.6104, 2.2296, -0.2807], [-2.1562, 1.4606, -0.4283], [-0.3858, -0.0069, -1.4838], [2.0845, 1.6516, 0.0235], [1.9321, -1.0502, -1.2900], [1.4400, -0.7446, 1.8424]],
  "mulliken_charge": [-0.7772, -0.7932, 0.6578, -0.1236, -0.4827, -0.4975, -0.4705, 0.3090, 0.3370, 0.3509, 0.3447, 0.3010, 0.3624, 0.4164, 0.2887, 0.3800, 0.3968]
}

Quick one: least stable of them? (2)